11
Properties=species:S:1:pos:R:3:forces:R:3 method="wB97M-V/def2-TZVPD" largest_force_ha_per_bohr=0.072 charge=0 homo_energy_ha="-0.311 / -0.306"
C 0.58340 -0.05345 0.93500 -2.581 1.006 1.203
C 0.55381 0.05947 -0.55174 -3.493 -1.198 -0.502
C 0.30329 1.23350 0.22438 -0.577 0.194 1.094
P -2.47401 -0.72122 -0.50967 -0.969 -0.241 0.178
P -3.14825 0.83769 0.51255 0.082 -0.229 -0.121
H -0.23083 -0.39789 1.67171 0.820 0.088 -1.904
H 1.47934 -0.25324 1.37692 2.625 -0.098 1.039
H 1.40759 0.07077 -1.12274 2.132 -0.561 -1.020
H -0.34561 -0.43469 -1.01776 1.456 0.692 -0.055
H -0.61626 1.82067 0.28165 0.430 0.099 0.064
H -3.54464 -1.65586 -0.26930 0.075 0.246 0.024

---

11
Properties=species:S:1:pos:R:3:forces:R:3 method="wB97M-V/def2-TZVPD" largest_force_ha_per_bohr=0.172 charge=0 homo_energy_ha=-0.316 smiles=PC#CCP
C 0.45437 0.18986 0.48310 -4.074 -4.443 5.826
C -0.26879 -0.37741 1.39993 5.016 4.503 -5.754
C 1.31963 0.42794 -0.61283 2.823 0.404 0.304
P -1.59150 -0.49161 2.49888 0.635 -1.350 1.351
P 0.58235 0.09503 -2.24492 -1.567 0.084 -0.773
H 1.57077 1.50931 -0.48828 0.466 -0.759 -0.643
H 2.30669 -0.23434 -0.58614 -1.947 1.520 0.362
H -1.34693 -1.91913 2.42126 -0.859 0.386 0.556
H -2.43111 -0.47752 1.43659 -1.438 -0.164 -0.851
H 0.16995 1.42025 -2.54262 0.252 0.004 -0.104
H -0.76541 -0.14238 -1.76497 0.693 -0.186 -0.274

---

11
Properties=species:S:1:pos:R:3:forces:R:3 method="wB97M-V/def2-TZVPD" largest_force_ha_per_bohr=0.054 charge=0 homo_energy_ha=-0.315
C 0.18439 0.14230 0.12965 0.183 1.603 -0.776
C -1.98108 -1.26615 -0.48684 0.774 -1.823 1.111
C 1.55764 0.41726 0.73168 -1.886 0.684 -1.313
P -0.45770 -1.52566 0.16485 -1.046 0.163 -0.500
P -0.56586 1.16875 -1.01427 2.388 0.752 1.159
H -2.42793 -2.24069 -0.63687 -0.615 0.107 -0.250
H -2.59216 -0.39488 -0.61262 -0.027 0.262 -0.122
H 1.66177 0.25241 1.74432 0.038 -1.074 2.208
H 1.92363 1.40297 0.61003 -0.129 1.311 -0.453
H 2.19129 -0.15595 0.14294 1.624 -1.501 -0.626
H 0.50600 2.19964 -0.77286 -1.305 -0.483 -0.438

---

11
Properties=species:S:1:pos:R:3:forces:R:3 method="wB97M-V/def2-TZVPD" largest_force_ha_per_bohr=0.135 charge=0 spin_multiplicity=3 homo_energy_ha="-0.226 / -0.331"
C -0.90212 -1.09927 0.10866 4.767 -5.044 0.075
C 0.63149 -0.99262 -0.14581 -2.872 1.984 -3.915
C -0.35665 1.43594 -0.23789 0.559 -2.427 -0.147
P -1.73610 0.34244 0.11156 -3.781 4.172 0.358
P 1.28138 0.75022 0.17790 0.016 -0.464 -0.505
H -1.27545 -2.02982 0.58019 0.268 0.751 -0.277
H 1.20408 -1.59304 0.40276 2.150 -2.941 2.258
H 0.85066 -1.25591 -1.26945 -0.336 0.538 1.826
H -0.14395 1.44236 -1.26452 -0.334 0.217 -2.075
H -0.71451 2.34806 0.00631 -0.320 3.310 1.005
H 1.16117 0.65163 1.53028 -0.118 -0.098 1.397

---

10
Properties=species:S:1:pos:R:3:forces:R:3 method="wB97M-V/def2-TZVPD" largest_force_ha_per_bohr=0.071 charge=0 homo_energy_ha=-0.333 smiles=SC1CC1
C -0.59785 0.60529 -0.22525 -1.144 -0.267 0.039
C 0.47829 -0.26915 -0.64251 2.802 -0.028 1.365
C -0.37108 -0.70556 0.47681 -2.263 -2.669 -1.022
S 0.30719 -0.96011 2.10699 -0.358 0.905 0.340
H -0.33200 1.48307 0.27424 0.047 1.255 0.792
H -1.52810 0.61239 -0.81811 0.789 0.278 0.210
H 0.48808 -0.70243 -1.55116 -0.970 -1.837 -2.925
H 1.53929 -0.28771 -0.39937 -0.058 1.493 0.488
H -1.04983 -1.56234 0.06971 0.794 1.657 1.452
H -0.35433 0.02748 2.82285 0.360 -0.787 -0.739

---

11
Properties=species:S:1:pos:R:3:forces:R:3 method="wB97M-V/def2-TZVPD" largest_force_ha_per_bohr=0.040 charge=0 homo_energy_ha=-0.317 smiles="CSC(C)=S"
C -1.28617 0.22444 -1.63131 -0.378 -1.313 -1.155
C 0.57441 0.23010 0.40065 0.103 0.311 -0.675
C 1.05201 -0.44602 1.61861 0.039 0.332 2.022
H -1.72085 1.19750 -1.39154 0.461 -0.112 -0.014
H -0.42750 0.22061 -2.33711 -0.707 0.594 0.391
H -2.08695 -0.41754 -2.09593 0.690 0.668 0.411
H 1.23780 -1.49568 1.43022 0.186 -0.278 -0.060
H 1.95240 0.03742 2.05788 -0.690 -0.350 -0.380
H 0.20776 -0.42193 2.36900 0.931 0.024 -0.538
S -0.74959 -0.72407 -0.21236 -0.072 0.705 -0.087
S 1.24668 1.59517 -0.20813 -0.563 -0.581 0.085

---

11
Properties=species:S:1:pos:R:3:forces:R:3 method="wB97M-V/def2-TZVPD" largest_force_ha_per_bohr=0.065 charge=0 homo_energy_ha=-0.324 smiles="SC1=CC1.S"
C -0.15824 -0.41064 2.33494 0.058 -0.883 -3.199
C -1.00189 0.18402 1.18153 -0.370 2.752 0.964
C 0.05495 -0.85672 1.10613 -0.783 0.827 2.252
S 1.04000 1.69149 -2.29359 0.616 -1.975 -0.601
S 0.93305 -1.82050 0.00567 0.433 0.882 -1.089
H 0.23746 -0.37673 3.31959 -0.209 0.024 0.583
H 0.32177 1.41060 -1.20388 -0.097 -0.117 0.084
H -2.14937 0.02999 1.13336 2.029 0.040 -0.054
H -0.65897 1.31613 0.95883 -1.083 -2.446 -0.001
H 1.35070 0.29960 -2.56298 -0.547 2.201 0.399
H 1.05829 -0.73328 -0.87000 -0.047 -1.306 0.663

---

11
Properties=species:S:1:pos:R:3:forces:R:3 method="wB97M-V/def2-TZVPD" largest_force_ha_per_bohr=0.053 charge=0 homo_energy_ha=-0.331 smiles="C[C@@H](S)C=S"
C -0.48335 0.51857 1.12929 0.878 -0.497 -0.803
C 1.22141 -0.15168 -0.61160 -0.444 0.379 -2.641
C -0.25794 0.08986 -0.33685 -0.707 0.154 -0.224
S -1.54538 1.50999 1.79140 -0.339 0.098 -0.316
S -1.29847 -1.41609 -0.78545 -0.240 1.234 2.025
H 0.30151 0.11458 1.77268 -0.094 -0.214 0.036
H 1.80569 -0.87562 -0.03506 -0.521 0.172 0.107
H 1.56267 0.88041 -0.49726 1.038 -0.309 -0.121
H 1.27436 -0.43151 -1.75845 0.265 0.532 2.274
H -0.55651 0.91511 -1.04519 -0.014 -0.799 0.926
H -2.02400 -1.15362 0.37649 0.179 -0.750 -1.264

---

10
Properties=species:S:1:pos:R:3:forces:R:3 method="wB97M-V/def2-TZVPD" largest_force_ha_per_bohr=0.064 charge=0 homo_energy_ha="-0.301 / -0.301"
C 2.44625 -0.59065 0.24611 -0.783 2.549 -1.166
C 1.82961 0.56467 -0.12536 1.050 -3.037 0.820
C -2.20480 0.01308 0.11700 1.489 -2.251 -0.508
Se -0.05042 0.69661 0.08969 -2.306 1.365 -1.026
H 3.48889 -0.47035 0.32184 1.421 -0.038 0.116
H 2.09639 -1.59225 0.32749 -0.637 -0.459 0.264
H -2.54498 -1.07159 -0.12214 0.905 2.054 0.366
H -2.32443 0.71374 -0.66919 -1.013 0.424 -0.568
H -2.47207 0.35446 1.09702 -0.219 0.114 0.281
H -0.26444 1.38228 -1.28246 0.094 -0.722 1.421

---

10
Properties=species:S:1:pos:R:3:forces:R:3 method="wB97M-V/def2-TZVPD" largest_force_ha_per_bohr=0.071 charge=0 homo_energy_ha=-0.319
C 1.15530 -0.99790 0.96515 -3.247 1.150 -1.250
C 0.12909 -0.39640 1.46035 0.461 -0.064 0.411
C -0.52644 -0.46548 0.12434 2.576 -0.669 0.516
Si -0.37267 0.90111 -1.12471 -0.086 -0.566 0.441
H 1.97374 -1.50427 0.55127 0.696 -0.320 -0.112
H -0.16165 0.01775 2.40889 -0.099 0.070 0.310
H -1.11466 -1.35178 -0.06288 -0.176 -0.055 0.005
H 0.32980 2.02478 -0.49464 0.034 0.216 0.066
H -1.75861 1.22847 -1.47048 -0.227 0.313 -0.230
H 0.34609 0.54371 -2.35729 0.068 -0.075 -0.156

---

Which energy relative to the best compared isomer or geometry (same formula, charge and spin) belongs to each record? In order, 444.8, 242.8, 160.6, 57.5, 107.5, 33.9, 342.1, 129.4, 356.3, 210.8 kJ/mol.